Entry 1:
ORCA calculation (ωB97M-V/def2-TZVPD) on 2 unconnected molecules or ions with the total composition C37H43Cl3N4O in a non-equilibrium geometry.

Positions of all 88 atoms, in Å:
C: -5.238 -1.650 0.421
C: -4.528 -1.100 -0.822
C: -5.535 -0.545 -1.839
C: -3.639 -2.155 -1.449
C: -4.214 -3.316 -1.931
C: -3.442 -4.305 -2.499
C: -2.076 -4.142 -2.598
C: -1.458 -2.988 -2.146
C: 0.050 -2.841 -2.254
C: 0.632 -3.497 -3.518
C: 0.743 -3.396 -1.009
C: -2.246 -1.987 -1.547
N: -1.633 -0.763 -1.069
N: -1.461 0.303 -1.847
N: -0.899 1.209 -1.077
C: -0.552 2.538 -1.540
C: -1.479 3.589 -1.425
C: -2.854 3.382 -0.817
C: -3.967 3.660 -1.836
C: -3.037 4.235 0.446
C: -1.125 4.846 -1.881
C: 0.113 5.075 -2.440
C: 1.021 4.044 -2.554
C: 0.710 2.771 -2.113
C: 1.734 1.661 -2.261
C: 3.004 1.968 -1.455
C: 2.065 1.397 -3.736
C: -0.676 0.764 0.241
C: -0.035 1.538 1.320
C: -1.173 -0.533 0.264
C: -1.222 -1.407 1.323
H: -4.520 -2.028 1.151
H: -5.850 -0.891 0.911
H: -5.900 -2.477 0.159
H: -3.865 -0.275 -0.509
H: -5.027 -0.139 -2.715
H: -6.210 -1.328 -2.187
H: -6.153 0.245 -1.410
H: -5.281 -3.442 -1.856
H: -3.907 -5.208 -2.862
H: -1.481 -4.929 -3.028
H: 0.247 -1.756 -2.312
H: 0.136 -3.145 -4.424
H: 1.699 -3.295 -3.620
H: 0.525 -4.582 -3.485
H: 0.404 -2.889 -0.106
H: 0.529 -4.459 -0.893
H: 1.827 -3.284 -1.070
H: -2.910 2.317 -0.529
H: -3.854 3.040 -2.726
H: -4.957 3.471 -1.417
H: -3.951 4.702 -2.159
H: -2.261 4.027 1.182
H: -2.983 5.299 0.210
H: -4.005 4.059 0.918
H: -1.832 5.653 -1.792
H: 0.376 6.063 -2.781
H: 1.988 4.225 -2.991
H: 1.269 0.751 -1.844
H: 2.775 2.134 -0.402
H: 3.729 1.155 -1.516
H: 3.495 2.868 -1.827
H: 1.167 1.156 -4.307
H: 2.521 2.273 -4.198
H: 2.769 0.571 -3.851
H: 0.034 0.962 2.242
H: 0.974 1.833 1.038
H: -0.596 2.447 1.536
H: -0.853 -1.130 2.288
H: -1.648 -2.382 1.206
Cl: 2.050 -1.892 3.062
C: 3.584 -2.157 3.868
Cl: 4.371 -3.571 3.194
C: 4.463 -0.986 3.566
O: 4.327 -0.381 2.530
C: 5.497 -0.617 4.555
C: 5.360 -1.071 5.878
C: 6.339 -0.738 6.794
C: 7.402 0.013 6.356
C: 7.444 0.411 5.042
N: 6.522 0.122 4.140
C: 4.193 -1.865 6.245
Cl: 3.831 -2.128 7.908
C: 3.366 -2.371 5.319
H: 6.260 -1.072 7.817
H: 8.196 0.285 7.032
H: 8.280 1.001 4.693
H: 2.510 -2.950 5.628

Output
- HOMO-LUMO gap: 4.89 eV
- E_HOMO: -5.80 eV
- F_max: 0.05392 hartree/bohr
- Total charge: 0

Löwdin atomic charge list, values in e, 2 entries: C -0.058; C -0.366

---

Entry 2:
ORCA calculation (ωB97M-V/def2-TZVPD) on a molecular structure, C37H43N11O2P2STi in a non-equilibrium geometry.

Positions of all 97 atoms, in Å:
Ti: 0.657 0.336 -1.325
C: 2.533 2.610 -4.614
C: 2.132 1.631 -3.568
N: 1.531 1.929 -2.473
N: 1.297 3.231 -2.135
C: 1.464 3.371 -0.841
N: 1.171 4.569 -0.303
S: 2.070 2.108 0.195
C: 2.504 0.200 -3.619
C: 3.079 -0.475 -4.665
C: 3.448 -1.810 -4.461
C: 3.229 -2.420 -3.243
C: 2.603 -1.680 -2.245
N: 2.289 -0.410 -2.442
H: 2.289 3.614 -4.282
H: 1.997 2.404 -5.545
H: 3.603 2.543 -4.820
H: 0.882 5.321 -0.906
H: 1.489 4.774 0.626
H: 3.243 0.013 -5.616
H: 3.913 -2.366 -5.266
H: 3.505 -3.453 -3.075
H: 1.521 -2.985 -0.976
C: -1.882 -0.449 3.633
N: -1.127 -0.037 2.454
P: -0.654 1.532 2.174
C: 0.149 2.158 3.681
C: -0.473 3.013 4.590
C: 0.213 3.433 5.724
C: 1.516 3.014 5.948
C: 2.142 2.164 5.044
C: 1.464 1.746 3.910
C: -2.150 2.513 1.963
C: -2.045 3.900 1.815
C: -3.166 4.660 1.531
C: -4.402 4.041 1.379
C: -4.511 2.663 1.501
C: -3.386 1.896 1.777
P: 0.047 -0.804 1.357
C: -1.116 -1.852 0.405
C: -0.873 -3.211 0.184
C: -1.752 -3.967 -0.574
C: -2.872 -3.372 -1.144
C: -3.121 -2.024 -0.931
C: -2.252 -1.271 -0.149
C: 0.837 -1.948 2.537
C: 2.179 -1.788 2.880
C: 2.747 -2.556 3.887
C: 1.976 -3.490 4.565
C: 0.641 -3.663 4.226
C: 0.071 -2.895 3.219
H: -2.264 0.431 4.153
H: -1.251 -0.997 4.333
H: -2.730 -1.082 3.358
H: -1.491 3.341 4.427
H: -0.274 4.093 6.430
H: 2.048 3.352 6.829
H: 3.162 1.841 5.215
H: 1.956 1.105 3.188
H: -1.077 4.378 1.923
H: -3.079 5.733 1.419
H: -5.280 4.635 1.156
H: -5.472 2.180 1.374
H: -3.473 0.820 1.854
H: -0.012 -3.686 0.637
H: -1.569 -5.026 -0.718
H: -3.558 -3.964 -1.739
H: -3.996 -1.552 -1.364
H: -2.470 -0.229 0.041
H: 2.793 -1.065 2.354
H: 3.791 -2.423 4.145
H: 2.414 -4.083 5.359
H: 0.037 -4.394 4.751
H: -0.965 -3.049 2.948
C: -1.511 -2.733 -4.936
N: -1.417 -1.392 -4.393
C: -2.420 -0.413 -4.802
C: -0.607 -1.173 -3.320
N: -0.363 0.119 -2.920
N: 0.006 -2.072 -2.623
C: 2.242 -2.181 -0.859
N: 3.449 -2.569 -0.142
N: 1.587 -1.075 -0.139
H: -1.885 -2.675 -5.956
H: -2.181 -3.378 -4.355
H: -0.524 -3.195 -4.973
H: -3.296 -0.940 -5.177
H: -2.058 0.245 -5.596
H: -2.738 0.191 -3.954
H: -0.723 0.835 -3.532
H: -0.243 -3.022 -2.863
H: 4.115 -3.041 -0.740
H: 3.228 -3.183 0.633
H: 2.349 -0.538 0.273
O: -2.502 1.567 -1.766
N: -1.737 2.249 -1.211
O: -0.655 1.550 -0.714

Output
- HOMO-LUMO gap (spin up / spin down): 6.62 / 5.86 eV
- 2S+1: 2
- E_HOMO (spin up / spin down): -9.65 / -9.99 eV
- Energy above the lowest of the compared OMol25 structures with the same formula, charge and spin: 93.4 kcal/mol
- F_max: 0.02722 hartree/bohr
- Expectation value of S²: 0.758
- Total charge: +1

Löwdin atomic charge list, values in e, 2 entries: Ti 0.930; C 0.003

---

Entry 3:
ORCA calculation (ωB97M-V/def2-TZVPD) on 9 unconnected molecules or ions with the total composition C37H43N7O2 in a non-equilibrium geometry.

Positions of all 89 atoms, in Å:
C: -30.610 -12.965 8.257
C: -30.711 -13.799 9.383
C: -31.938 -13.930 10.000
N: -33.072 -13.363 9.538
C: -32.953 -12.608 8.456
C: -31.764 -12.378 7.773
H: -29.657 -12.899 7.751
H: -29.852 -14.350 9.739
H: -32.124 -14.573 10.852
H: -33.861 -12.111 8.126
H: -31.660 -11.805 6.864
C: -32.486 -9.393 6.052
C: -33.628 -9.870 5.427
C: -34.842 -9.816 6.063
N: -34.980 -9.384 7.323
C: -33.863 -9.048 7.974
C: -32.618 -8.961 7.370
H: -31.513 -9.402 5.579
H: -33.581 -10.269 4.421
H: -35.720 -10.107 5.498
H: -34.003 -8.709 8.992
H: -31.733 -8.688 7.921
C: -35.194 -11.135 11.655
C: -34.429 -10.000 11.532
C: -34.614 -8.945 12.434
N: -35.478 -9.025 13.442
C: -36.147 -10.172 13.612
C: -36.119 -11.188 12.681
H: -35.059 -11.983 10.993
H: -33.695 -9.930 10.739
H: -34.022 -8.054 12.287
H: -36.803 -10.187 14.473
H: -36.762 -12.050 12.816
C: -33.516 -4.300 6.917
C: -33.316 -5.585 6.419
C: -32.071 -5.904 5.920
N: -31.043 -5.044 5.870
C: -31.296 -3.783 6.223
C: -32.499 -3.364 6.770
H: -34.410 -3.954 7.419
H: -34.110 -6.315 6.508
H: -31.777 -6.936 5.792
H: -30.492 -3.064 6.115
H: -32.651 -2.385 7.203
C: -31.458 -7.341 10.725
C: -30.479 -8.199 11.191
C: -29.320 -8.325 10.454
N: -29.118 -7.708 9.283
C: -30.095 -6.927 8.822
C: -31.300 -6.721 9.499
H: -32.312 -7.089 11.341
H: -30.588 -8.706 12.140
H: -28.445 -8.782 10.904
H: -29.908 -6.381 7.904
H: -32.037 -6.022 9.127
C: -37.324 -9.604 0.904
C: -36.135 -9.783 1.603
C: -35.887 -8.968 2.689
N: -36.753 -8.074 3.180
C: -37.883 -7.903 2.490
C: -38.222 -8.664 1.370
H: -37.595 -10.142 0.004
H: -35.337 -10.414 1.233
H: -34.942 -9.006 3.215
H: -38.649 -7.318 2.986
H: -39.163 -8.502 0.863
C: -33.138 -15.898 2.483
C: -33.607 -14.901 3.331
C: -32.733 -13.862 3.610
N: -31.480 -13.782 3.165
C: -31.053 -14.719 2.314
C: -31.905 -15.719 1.885
H: -33.780 -16.702 2.147
H: -34.562 -14.901 3.837
H: -33.076 -13.062 4.258
H: -30.064 -14.611 1.893
H: -31.586 -16.444 1.143
C: -38.295 -10.498 9.471
O: -37.498 -9.374 9.143
H: -37.872 -11.109 10.276
H: -39.270 -10.107 9.748
H: -38.366 -11.184 8.619
H: -36.784 -9.641 8.548
C: -31.326 -7.761 2.666
O: -32.512 -8.441 2.298
H: -30.401 -8.306 2.457
H: -31.315 -6.749 2.247
H: -31.339 -7.597 3.744
H: -32.605 -8.367 1.345

Output
- HOMO-LUMO gap: 9.80 eV
- E_HOMO: -9.32 eV
- SMILES: c1ccncc1.c1ccncc1.c1ccncc1.c1ccncc1.c1ccncc1.c1ccncc1.c1ccncc1.CO.CO
- Energy above the lowest of the compared OMol25 structures with the same formula, charge and spin: 0.0 kcal/mol
- F_max: 0.02754 hartree/bohr
- Total charge: 0

Löwdin atomic charge list, values in e, 2 entries: C -0.064; C -0.070

---

Entry 4:
ORCA calculation (ωB97M-V/def2-TZVPD) on a molecular structure, C37H44N8O4PS3Sr in a non-equilibrium geometry.

Positions of all 98 atoms, in Å:
Sr: -1.671 1.341 -0.667
C: 1.544 4.997 1.953
S: 1.131 5.936 0.487
C: 0.022 4.651 -0.099
S: 0.871 3.352 -0.967
N: -1.258 4.951 0.074
N: -2.220 4.009 -0.019
C: -3.424 4.585 -0.331
C: -4.594 3.802 -0.357
C: -5.903 4.301 -0.282
C: -6.955 3.452 -0.595
C: -6.654 2.150 -1.042
C: -5.323 1.710 -0.946
N: -4.329 2.490 -0.519
H: 2.657 5.151 2.031
H: 1.321 3.916 1.790
H: 1.051 5.382 2.852
H: -3.422 5.685 -0.324
H: -6.171 5.345 -0.154
H: -7.981 3.831 -0.482
H: -7.441 1.549 -1.517
H: -5.121 0.757 -1.363
S: 0.888 1.134 1.130
C: 1.375 0.818 2.809
C: 0.522 0.974 3.922
C: 0.857 0.433 5.140
C: 2.108 -0.161 5.272
C: 2.947 -0.241 4.164
N: 2.632 0.246 2.979
H: -0.401 1.548 3.784
H: 0.222 0.470 5.998
H: 2.399 -0.722 6.210
H: 3.982 -0.613 4.284
O: -4.834 -3.425 4.037
C: -4.768 -2.081 4.480
C: -3.982 -1.280 3.426
C: -4.322 0.032 3.053
C: -3.766 0.540 1.872
N: -2.821 -0.063 1.180
C: -2.489 -1.355 1.543
C: -3.012 -1.946 2.687
C: -1.683 -2.085 0.671
C: -1.551 -3.447 0.922
C: -0.673 -4.216 0.148
C: -0.703 -5.729 0.224
O: -1.972 -6.201 0.661
C: 0.103 -3.583 -0.804
C: -0.088 -2.195 -1.014
N: -1.038 -1.476 -0.371
H: -4.995 -4.047 4.750
H: -4.165 -1.952 5.386
H: -5.720 -1.552 4.541
H: -5.034 0.682 3.566
H: -4.040 1.526 1.451
H: -2.622 -2.922 3.052
H: -2.251 -3.903 1.617
H: 0.105 -5.960 0.981
H: -0.454 -6.198 -0.743
H: -1.878 -7.093 0.947
H: 0.918 -4.086 -1.379
H: 0.501 -1.633 -1.761
O: -2.992 0.464 -2.703
N: -2.620 0.427 -3.913
N: -1.186 0.489 -3.845
O: -0.528 0.719 -2.704
C: -0.546 0.352 -5.015
C: 0.787 -0.131 -4.989
C: 1.432 -0.344 -6.202
C: 0.831 0.110 -7.373
C: -0.462 0.650 -7.425
C: -1.216 0.701 -6.259
H: 1.303 -0.358 -4.048
H: 2.399 -0.918 -6.247
H: 1.327 -0.101 -8.320
H: -0.892 0.985 -8.374
H: -2.303 1.034 -6.145
C: 5.744 -3.208 1.226
C: 5.295 -1.694 1.144
P: 4.200 -1.065 -0.325
C: 4.414 0.770 0.013
C: 5.752 1.418 0.324
C: 5.544 -1.140 -1.602
C: 5.263 -0.491 -2.967
H: 5.978 -3.481 2.274
H: 6.709 -3.439 0.678
H: 4.947 -3.881 0.758
H: 6.185 -1.064 1.306
H: 4.689 -1.520 2.028
H: 3.669 1.013 0.786
H: 3.960 1.278 -0.870
H: 5.616 2.521 0.329
H: 6.456 1.237 -0.498
H: 6.188 1.054 1.277
H: 5.654 -2.194 -1.646
H: 6.433 -0.739 -1.106
H: 4.298 -0.843 -3.400
H: 6.077 -0.752 -3.716
H: 5.166 0.557 -2.787

Output
- HOMO-LUMO gap: 5.11 eV
- E_HOMO: -3.46 eV
- Energy above the lowest of the compared OMol25 structures with the same formula, charge and spin: 40.4 kcal/mol
- F_max: 0.10967 hartree/bohr
- Total charge: -1

Löwdin atomic charge list, values in e, 2 entries: Sr 1.184; C -0.443

---

Entry 5:
ORCA calculation (ωB97M-V/def2-TZVPD) on 6 unconnected molecules or ions with the total composition C37H45F15O12 in a non-equilibrium geometry.

Positions of all 109 atoms, in Å:
C: -1.465 3.486 4.782
C: -1.924 2.047 4.427
C: -3.088 2.055 3.447
C: -3.497 0.673 2.921
C: -2.333 -0.045 2.232
C: -2.781 -1.369 1.553
C: -1.802 -2.517 1.816
C: -1.298 -3.292 0.610
C: -0.265 -4.220 0.833
C: 0.285 -4.994 -0.184
C: -0.195 -4.824 -1.481
C: -1.204 -3.896 -1.722
C: -1.766 -3.140 -0.694
C: -1.661 -3.724 -3.121
O: -2.745 -3.277 -3.412
C: -0.688 -4.099 -4.177
C: 0.279 -4.981 -3.934
C: 0.364 -5.627 -2.598
O: 0.832 -6.727 -2.448
H: -2.133 4.224 4.355
H: -0.481 3.645 4.344
H: -1.339 3.607 5.851
H: -1.051 1.514 4.059
H: -2.237 1.582 5.363
H: -3.938 2.496 3.968
H: -2.813 2.675 2.590
H: -3.784 0.052 3.772
H: -4.328 0.783 2.227
H: -1.595 -0.272 2.994
H: -1.917 0.601 1.458
H: -3.772 -1.612 1.929
H: -2.897 -1.149 0.496
H: -2.265 -3.256 2.471
H: -0.917 -2.175 2.349
H: 0.113 -4.345 1.840
H: 1.081 -5.683 0.053
H: -2.562 -2.450 -0.926
H: -0.781 -3.624 -5.142
H: 1.010 -5.252 -4.681
C: 4.769 -6.721 -2.308
C: 4.303 -5.440 -1.653
O: 5.415 -4.564 -1.377
C: 5.830 -3.818 -2.389
O: 5.382 -3.797 -3.496
C: 6.983 -2.914 -1.922
F: 7.867 -3.590 -1.173
F: 6.514 -1.900 -1.183
F: 7.636 -2.393 -2.955
H: 5.527 -7.208 -1.694
H: 3.928 -7.401 -2.440
H: 5.213 -6.523 -3.283
H: 3.844 -5.657 -0.691
H: 3.562 -4.927 -2.266
C: 0.937 7.962 9.854
C: 0.786 8.833 8.626
O: 0.626 8.033 7.438
C: -0.600 7.592 7.196
O: -1.575 7.787 7.858
C: -0.612 6.800 5.876
F: 0.435 5.971 5.795
F: -0.549 7.637 4.831
F: -1.726 6.082 5.767
H: 1.759 7.258 9.723
H: 1.137 8.578 10.731
H: 0.032 7.383 10.037
H: 1.687 9.420 8.462
H: -0.048 9.526 8.725
C: 10.921 -4.095 0.582
C: 9.825 -4.484 1.550
O: 10.246 -5.581 2.386
C: 10.978 -5.260 3.443
O: 11.322 -4.164 3.769
C: 11.303 -6.530 4.250
F: 11.677 -7.535 3.451
F: 10.222 -6.926 4.936
F: 12.285 -6.300 5.116
H: 11.240 -4.960 0.000
H: 10.568 -3.322 -0.100
H: 11.796 -3.717 1.111
H: 8.953 -4.842 1.008
H: 9.509 -3.641 2.163
C: -2.021 -0.320 -3.997
C: -3.451 0.165 -4.022
O: -3.519 1.604 -3.918
C: -3.343 2.278 -5.042
O: -3.134 1.823 -6.128
C: -3.492 3.784 -4.768
F: -2.843 4.152 -3.659
F: -4.786 4.098 -4.615
F: -3.011 4.504 -5.779
H: -1.505 0.049 -3.108
H: -1.998 -1.404 -3.995
H: -1.467 0.040 -4.866
H: -3.997 -0.216 -3.161
H: -3.974 -0.171 -4.916
C: -7.043 4.197 -7.134
C: -7.960 5.391 -7.275
O: -9.342 5.009 -7.124
C: -9.782 4.901 -5.879
O: -9.155 5.085 -4.879
C: -11.277 4.534 -5.891
F: -11.538 3.573 -6.784
F: -12.011 5.609 -6.211
F: -11.667 4.105 -4.694
H: -7.328 3.413 -7.836
H: -6.011 4.487 -7.330
H: -7.099 3.777 -6.131
H: -7.883 5.816 -8.274
H: -7.709 6.177 -6.564

Output
- HOMO-LUMO gap: 8.47 eV
- E_HOMO: -9.88 eV
- SMILES: CCCCCCCc1ccc2c(c1)C(=O)C=CC2=O.CCOC(=O)C(F)(F)F.CCOC(=O)C(F)(F)F.CCOC(=O)C(F)(F)F.CCOC(=O)C(F)(F)F.CCOC(=O)C(F)(F)F
- Energy above the lowest of the compared OMol25 structures with the same formula, charge and spin: 0.0 kcal/mol
- F_max: 0.02247 hartree/bohr
- Total charge: 0

Löwdin atomic charge list, values in e, 2 entries: C -0.112; C -0.256